[1]
51
Properties=species:S:1:pos:R:3:forces:R:3 method="wB97M-V/def2-TZVPD" total_charge=+2 multiplicity=5 e_lumo_ev="-8.0 / -8.7" orbital_gap_ev="6.863 / 6.094"
H 3.664 -3.542 0.467 -0.007 0.004 -0.008
Cl -1.926 -2.910 -2.442 -0.059 0.038 -0.092
O 0.409 -0.545 -2.085 -0.190 0.022 -0.415
Ge -0.432 -3.287 -0.981 -0.169 -0.066 0.040
H 3.771 -2.037 1.355 -0.005 -0.009 0.005
H 3.782 0.039 1.535 -0.034 -0.006 0.007
S 0.695 -1.995 2.177 -0.183 -0.157 0.009
N -2.116 -0.739 2.118 0.249 -0.258 -0.275
N -1.927 4.595 -4.255 -0.268 0.010 -0.094
N -3.863 0.161 3.365 0.162 -0.103 -0.236
O -2.497 5.610 -3.922 0.135 -0.078 0.016
C 3.086 -2.683 0.810 0.076 -0.053 0.090
O -0.934 0.947 -0.159 -0.257 0.172 -0.415
H 4.596 -0.666 -0.714 0.007 0.046 0.011
S 1.672 0.978 0.836 -0.219 0.114 0.051
C -1.027 2.450 -3.509 0.020 -0.115 0.173
Cl -1.254 -4.424 0.608 -0.086 -0.156 0.091
Ru -0.085 -0.933 -0.111 0.850 0.536 0.331
H 1.420 -4.007 1.252 -0.017 -0.003 -0.018
Cl 1.117 -4.445 -1.811 0.075 -0.053 -0.087
O -1.596 4.294 -5.380 0.069 0.014 0.124
C -2.006 3.916 -1.863 0.004 -0.009 0.039
H 0.236 0.254 -3.901 -0.001 0.033 -0.025
H 1.907 1.413 3.175 0.023 -0.009 -0.010
H 2.679 -0.966 3.025 0.002 0.020 -0.009
C -0.029 0.371 -2.848 0.176 -0.263 0.226
C -3.250 -1.258 0.369 -0.046 -0.179 -0.012
C -1.752 3.027 -0.852 -0.070 0.167 -0.080
H 3.318 0.235 -1.505 -0.037 0.001 0.011
N -3.364 -0.472 2.247 -0.318 0.201 0.200
H -2.490 4.864 -1.667 0.002 0.000 -0.004
H 1.324 -0.800 4.122 0.001 0.016 0.003
H -3.368 -0.193 4.176 -0.119 0.014 0.094
H 2.391 -3.590 2.636 0.025 0.026 0.000
H -0.750 2.253 -4.537 0.010 -0.009 0.004
C 1.337 0.694 2.586 0.006 -0.011 0.095
H 0.282 0.949 2.702 -0.004 -0.017 -0.013
C -0.750 1.511 -2.476 -0.046 0.175 -0.366
H -2.031 3.249 0.169 0.004 -0.020 0.002
C 3.406 0.534 0.643 0.115 -0.042 -0.074
S 2.518 -1.791 -0.660 -0.012 -0.209 -0.067
H -3.502 -1.635 -0.608 -0.007 0.057 0.014
H -4.859 -0.029 3.400 -0.016 0.024 0.092
H 3.968 1.461 0.526 0.021 -0.016 -0.006
C -1.641 3.613 -3.186 0.003 0.147 -0.026
C 3.566 -0.323 -0.601 0.107 0.078 -0.001
C -1.135 1.796 -1.134 0.092 -0.297 0.379
N -2.020 -1.282 0.902 -0.407 0.296 0.082
C 1.620 -0.718 3.075 0.070 0.056 0.082
N -4.130 -0.754 1.216 0.156 -0.081 0.044
C 1.970 -3.187 1.714 0.116 -0.048 0.019

=====

[2]
41
Properties=species:S:1:pos:R:3:forces:R:3 method="wB97M-V/def2-TZVPD" smiles="COCCCN[C@H](NC(=O)c1ccc(OC)cc1)C(Cl)(Cl)Cl" total_charge=0 multiplicity=1 e_lumo_ev=-0.7 orbital_gap_ev=8.263
C -0.230 0.583 -1.137 2.367 -7.338 0.824
H -2.800 3.755 -3.355 -0.776 -2.071 3.411
H 0.867 0.229 1.729 -0.849 1.040 -0.298
H -2.373 0.525 0.711 0.161 1.322 -1.038
H 1.712 -1.064 -1.025 -0.859 -1.075 0.387
Cl 0.008 -2.641 -2.708 -0.669 0.253 -4.992
O -4.877 3.668 -1.424 8.058 1.122 -8.293
H 2.822 0.430 0.334 -0.583 2.080 -2.858
Cl 1.926 -4.044 -0.885 -0.656 0.233 -0.867
H -4.455 1.933 0.334 -3.362 -0.412 2.997
C -1.381 1.235 -1.290 -7.683 9.815 1.833
H -6.378 2.507 -0.473 1.179 2.635 -0.606
C 3.799 -1.137 1.003 2.144 -1.710 2.081
H 4.779 -0.835 1.119 2.388 1.866 -1.470
C -3.670 2.990 -1.415 -7.593 -3.005 9.498
O 3.876 -1.846 2.267 0.660 -3.246 0.434
H 4.769 -3.454 3.357 -0.128 0.691 -2.001
H -0.878 2.415 -2.955 3.097 0.656 -3.412
N 1.069 -1.795 1.111 0.169 1.511 -3.022
C 4.856 -2.976 2.306 -1.084 -0.729 -0.337
H 4.715 -3.730 1.423 -0.594 1.037 1.727
H 3.079 0.515 1.880 5.157 9.298 9.975
H -1.139 -0.865 -0.041 2.090 -0.671 -0.898
C 1.668 -0.458 1.708 -7.196 -7.356 3.104
C -1.485 2.454 -2.179 -4.208 -6.356 5.129
H 1.573 -0.974 2.754 1.268 1.905 -1.130
C 0.848 -1.567 -0.503 -0.129 -1.849 2.953
C -3.605 1.953 -0.161 2.846 4.820 -6.735
H 1.675 -2.617 1.377 -0.538 1.425 -0.898
Cl -0.894 -3.791 -0.369 -0.649 -0.267 0.555
C -5.796 3.698 -0.631 -8.589 -4.881 7.608
C -2.805 3.005 -2.303 7.083 4.089 -8.850
H 3.785 -1.773 0.108 -0.946 0.033 0.260
C 2.869 -0.030 1.234 -0.081 -7.982 -9.311
H -5.625 3.852 0.417 0.995 0.453 0.912
H -6.675 4.292 -0.791 -0.053 0.710 -1.204
C 0.401 -3.002 -1.208 3.348 1.196 5.376
O 0.769 0.721 -1.722 5.418 4.027 -3.394
C -2.458 1.340 -0.093 3.550 -5.002 -0.994
N -0.269 -0.724 -0.644 -4.391 0.640 3.210
H 5.929 -2.774 2.139 -0.361 1.094 0.333

=====

[3]
41
Properties=species:S:1:pos:R:3:forces:R:3 method="wB97M-V/def2-TZVPD" total_charge=+2 multiplicity=3 e_lumo_ev="-10.6 / -10.6" orbital_gap_ev="4.841 / 4.899"
H -2.531 -1.024 -1.221 0.075 0.034 -0.023
C 0.260 1.917 -1.344 -2.309 2.207 -0.149
H 1.056 -2.703 0.647 -0.100 0.184 -0.037
O -2.427 1.100 1.564 4.248 -1.636 -3.248
O -0.332 2.948 -1.431 1.476 -2.583 0.247
H 0.668 1.991 4.516 0.303 -0.015 -0.073
H 2.380 2.313 4.931 -0.244 -0.077 -0.186
Mo 0.055 0.025 -0.155 3.280 3.919 0.696
H 0.139 0.070 3.151 0.137 0.064 -0.121
C 1.704 1.943 4.150 -0.017 0.036 -0.091
C 2.736 0.830 1.100 1.158 0.340 0.366
N 1.839 2.817 2.953 -0.125 -1.279 -0.651
H 1.054 2.919 0.999 0.026 -0.210 0.153
H 4.123 0.890 4.150 -0.195 -0.197 -0.256
C 0.782 -1.712 -1.353 -0.955 -1.620 -0.164
N 2.060 0.530 3.859 -0.169 0.377 -1.141
H 2.898 -1.907 -1.190 -0.086 -0.113 -0.255
C -0.410 -1.161 -1.961 -0.362 -0.707 -0.085
H -0.082 2.351 2.251 0.157 -0.158 -0.048
C 3.243 2.731 2.475 -0.092 0.013 -0.040
N 1.300 0.866 1.546 -1.057 -0.691 -0.850
C 2.128 -1.869 -1.971 0.301 0.516 0.251
N 3.638 1.338 2.144 -1.160 -0.193 0.010
H 1.439 -1.010 2.564 -0.004 0.287 -0.036
H 3.906 3.095 3.270 -0.170 -0.045 -0.244
H 3.734 -0.535 3.123 0.004 0.282 0.136
H -0.459 -0.759 -2.966 -0.051 0.067 0.144
C -1.502 -1.312 -1.045 0.426 -0.480 -0.797
H 2.168 -2.805 -2.543 -0.131 0.104 0.125
C 0.396 -2.184 -0.042 -0.108 -0.587 -0.656
Cl 1.842 1.640 -2.289 -0.351 -0.482 0.688
H 3.007 -0.207 0.862 -0.080 0.103 0.106
C -1.535 0.752 0.895 -5.469 2.148 3.749
C 1.175 0.033 2.792 0.638 0.028 1.286
C 0.951 2.288 1.891 0.768 1.193 1.011
H -1.583 -2.242 1.006 0.040 0.119 -0.066
C -1.001 -1.950 0.138 0.388 -0.458 -0.179
H 3.361 3.367 1.585 -0.004 -0.183 0.264
C 3.462 0.503 3.362 -0.141 0.012 -0.102
H 2.839 1.441 0.195 -0.013 -0.037 0.257
H 2.354 -1.037 -2.644 -0.032 -0.282 0.010

=====

[4]
46
Properties=species:S:1:pos:R:3:forces:R:3 method="wB97M-V/def2-TZVPD" smiles="O=C(NI)OCCCC(F)(F)C(F)(F)F.O=C1CCCO1.O=C1CCCO1" total_charge=0 multiplicity=1 e_lumo_ev=-0.7 orbital_gap_ev=8.787
C -0.148 6.301 -2.616 -0.495 0.248 0.021
O -0.373 4.632 -0.971 0.316 0.197 0.072
O 4.442 -0.157 0.508 -4.624 -0.860 2.152
F -2.128 0.923 -1.052 1.551 -2.006 1.814
H -2.087 -6.275 1.193 0.068 0.112 0.017
H 1.982 -1.939 1.410 0.553 -0.430 -0.534
C 2.090 1.528 0.974 -0.907 1.145 -1.441
H 0.007 1.641 1.748 0.368 -0.346 -1.428
H 0.227 2.553 0.155 0.514 -1.816 0.785
H -0.071 -7.618 1.471 0.112 -0.040 -0.108
F -1.412 -0.346 2.283 -1.984 0.795 -2.651
C -1.582 4.644 -1.742 -0.539 -0.278 -0.064
H 0.491 0.427 -1.191 -0.771 -0.399 1.588
C -1.617 6.000 -2.407 -0.430 0.370 -0.299
H -2.048 6.738 -1.722 0.009 -0.097 -0.071
C 0.113 0.245 -0.112 -0.060 0.979 -0.835
H -0.962 -3.827 1.581 0.231 -0.010 0.072
C -0.035 -6.862 0.683 -0.475 0.167 -0.233
H 2.571 1.445 -0.065 -0.379 0.406 1.642
O 2.316 -6.323 0.599 -0.559 0.644 0.241
N 2.915 -1.918 0.963 -0.437 2.986 0.706
C -1.448 -0.046 -0.242 0.818 -0.795 -1.248
O 0.851 -4.826 1.461 0.248 -0.108 -0.199
C 0.493 5.554 -1.478 1.207 0.187 0.011
H -2.203 6.014 -3.327 0.007 -0.074 0.111
F -3.130 0.913 1.257 2.425 -2.714 0.564
O 2.498 0.373 1.762 0.645 -1.324 -1.493
C -2.234 -0.189 1.154 -2.113 -0.890 0.120
H 2.388 2.496 1.501 -0.184 -1.492 -0.729
F -3.035 -1.377 1.090 1.735 2.933 0.476
C 3.349 -0.499 1.038 3.293 0.015 -1.660
H -2.438 4.489 -1.084 0.241 -0.136 0.070
H -0.035 -7.330 -0.301 0.251 -0.170 0.226
C -0.552 -4.824 1.752 -0.371 0.311 0.238
C -1.153 -5.850 0.820 -0.606 -0.165 -0.225
H 0.221 5.894 -3.560 0.115 0.091 0.068
H 0.716 -0.670 0.250 -1.536 1.401 -0.316
H 0.058 7.369 -2.549 0.313 -0.187 -0.117
C 0.483 1.569 0.714 0.990 -0.148 0.630
H -0.690 -5.087 2.805 0.034 0.013 -0.048
C 1.189 -6.009 0.878 1.059 -0.625 -0.124
H -1.540 3.826 -2.468 0.018 0.027 0.056
F -1.587 -1.306 -0.930 0.140 2.533 1.304
H -1.356 -5.393 -0.153 -0.007 -0.011 0.121
I 2.831 -2.534 -1.011 -0.001 -0.029 0.563
O 1.618 5.707 -1.081 -0.782 -0.410 0.155

=====

[5]
52
Properties=species:S:1:pos:R:3:forces:R:3 method="wB97M-V/def2-TZVPD" total_charge=-1 multiplicity=1 e_lumo_ev=2.3 orbital_gap_ev=8.317
H 0.954 -1.784 0.795 0.105 -0.092 0.126
F -3.667 3.846 -0.782 -0.083 0.078 -0.024
C 3.369 1.658 -1.426 0.397 -0.256 0.225
C 4.506 0.859 -1.510 0.275 -0.250 0.569
F -2.790 3.926 1.257 0.023 0.126 0.042
C -2.086 -0.732 -0.381 0.380 -0.456 -0.189
F -4.197 2.303 0.726 -0.026 -0.143 0.124
H 2.986 2.108 -2.328 -0.201 0.090 -0.057
H -2.887 -1.251 -0.896 -0.346 0.125 0.041
H 3.099 0.076 3.541 -0.019 -0.190 0.280
O -1.535 -2.258 -5.098 -0.147 -0.102 0.065
H -1.174 -2.034 -5.959 0.076 0.021 0.011
N 0.382 -0.856 4.472 0.675 -0.034 -1.076
F -2.747 2.241 -2.418 0.122 0.257 -0.176
F -2.036 1.863 1.054 0.205 -0.123 0.149
H -0.809 -3.125 1.908 0.059 -0.256 0.188
H -1.593 -1.677 2.490 -0.001 0.207 0.264
H -0.227 -1.507 -1.161 -0.007 -0.241 -0.304
F -1.693 0.021 -2.528 -0.011 0.047 -0.328
H 2.168 -0.529 2.153 0.063 -0.128 -0.062
H -3.366 -2.373 -4.205 0.068 -0.001 0.045
F -1.497 3.435 -0.468 0.351 0.006 -0.083
C -0.868 -1.672 -0.303 0.112 0.689 1.004
C 4.398 0.510 0.874 -0.022 -0.114 0.009
C 2.300 0.295 2.842 0.154 0.231 -0.216
C -0.047 -1.391 0.970 0.238 -0.205 -0.647
S -2.825 2.836 0.125 -0.669 0.103 -0.060
H -3.226 -1.098 -5.430 -0.124 -0.020 0.047
H 5.006 0.654 -2.443 -0.084 0.137 -0.233
O 1.128 1.475 4.818 0.134 -0.231 0.120
H 0.047 -0.317 1.090 -0.035 0.084 0.225
C -2.872 1.553 -1.277 0.502 0.598 -0.145
O -0.240 1.012 2.872 0.149 -0.378 -0.370
C 3.241 1.285 0.959 0.011 0.124 -0.610
C -1.761 0.472 -1.239 -0.474 -0.969 0.007
C 2.736 1.868 -0.205 0.213 0.015 -0.226
O 2.585 1.502 2.137 -0.124 -0.186 -0.098
H 1.850 2.482 -0.179 -0.156 0.005 0.259
F -0.561 1.003 -0.978 0.254 0.413 0.140
C 5.030 0.289 -0.347 -0.730 0.434 0.066
H -1.188 -2.707 -0.253 -0.125 -0.184 -0.364
H 5.908 -0.336 -0.361 0.146 -0.064 -0.150
C -2.949 -2.126 -5.177 0.223 0.097 -0.183
H -2.408 -0.446 0.614 -0.122 0.087 0.078
O -0.155 -3.249 4.421 -0.220 0.202 0.061
H 4.793 0.049 1.765 0.027 -0.029 0.143
S 0.780 0.530 3.783 -0.544 0.909 1.037
O 1.762 -2.549 3.115 0.114 0.463 -0.336
S 0.443 -2.208 3.614 -0.478 -0.802 0.991
F -4.065 0.970 -1.306 -0.350 -0.308 0.104
H -3.367 -2.807 -5.925 -0.082 0.008 0.035
C -0.635 -2.088 2.186 0.102 0.203 -0.517